{"formula": "C4H8N2O", "method": "ωB97M-V/def2-TZVPD", "species": ["N", "C", "O", "C", "N", "C", "C", "H", "H", "H", "H", "H", "H", "H", "H"], "xyz": [[1.5686, -0.8115, -1.0175], [0.6169, -0.6804, -0.0431], [0.5134, -1.8443, 0.6670], [0.6097, 0.6914, 0.6530], [-0.7777, 1.0962, 0.5537], [-1.3262, -0.1475, -0.0322], [-1.2158, 1.0653, -0.8425], [1.8028, -1.7215, -1.3898], [2.0137, -0.0092, -1.4371], [0.8962, 0.5456, 1.7004], [1.2974, 1.4142, 0.1953], [-0.4399, -1.7636, 0.8274], [-2.3506, -0.3847, 0.3353], [-0.4746, 1.0300, -1.6415], [-2.0689, 1.7059, -1.0421]], "forces_ev_per_angstrom": [[-0.47, 0.03, -0.12], [-0.69, 0.42, -0.31], [-0.18, 0.01, 0.31], [0.23, 0.12, 0.11], [0.10, 0.22, 0.11], [0.32, 0.07, -0.34], [0.10, 0.37, -0.35], [-0.26, 0.17, 0.10], [-0.25, -0.15, 0.17], [0.00, 0.03, -0.10], [0.00, -0.07, 0.07], [0.21, -0.83, 0.57], [0.82, -0.55, -0.32], [0.01, 0.26, 0.06], [0.05, -0.11, 0.02]], "charge": 0, "energy_ha": -341.827924, "orbital_gap_ev": 9.303, "largest_force_ev_per_a": 1.0}

{"formula": "C4H8N2O", "method": "ωB97M-V/def2-TZVPD", "species": ["C", "C", "O", "C", "N", "C", "N", "H", "H", "H", "H", "H", "H", "H", "H"], "xyz": [[-1.3902, 0.8276, 1.0723], [-1.5277, 0.1851, -0.2781], [-0.6493, 0.9154, -1.1934], [0.5290, 0.2909, -1.1477], [1.6481, 0.6246, -1.6266], [0.3265, -0.9931, -0.3745], [1.0802, -1.1145, 0.7852], [-0.3609, 0.8804, 1.4689], [-2.0206, 0.3170, 1.8061], [-1.7550, 1.8575, 0.9697], [-0.9909, -0.9598, -0.2425], [1.5876, 1.5151, -2.1201], [0.3134, -1.8814, -1.0180], [1.3994, -2.0429, 1.0178], [1.8104, -0.4219, 0.8807]], "forces_ev_per_angstrom": [[-0.05, -0.06, 0.06], [0.15, 0.03, 0.22], [0.09, 0.01, -0.08], [0.28, 0.00, -0.08], [-0.40, 0.00, 0.08], [0.15, 0.02, 0.00], [0.11, -0.07, -0.01], [-0.11, 0.00, -0.12], [0.09, 0.05, -0.12], [0.04, -0.15, -0.03], [-0.08, 0.01, -0.04], [0.01, -0.02, 0.04], [-0.12, 0.11, 0.12], [-0.07, 0.10, -0.03], [-0.10, -0.05, 0.00]], "charge": 0, "energy_ha": -341.809192, "orbital_gap_ev": 8.566, "largest_force_ev_per_a": 0.4}

{"formula": "C4H8N2O", "method": "ωB97M-V/def2-TZVPD", "species": ["N", "C", "C", "C", "O", "C", "N", "H", "H", "H", "H", "H", "H", "H", "H"], "xyz": [[-2.1618, -0.5531, -0.0905], [-0.8453, -0.1758, 0.4297], [0.2687, -0.6843, -0.5148], [1.5234, 0.1773, -0.5469], [2.0448, 0.2744, 0.7662], [-0.7834, 1.2951, 0.5359], [-0.6804, 2.4436, 0.6198], [-2.2330, -1.5663, -0.1280], [-2.8950, -0.2315, 0.5358], [-0.6471, -0.5574, 1.4431], [-0.1474, -0.7376, -1.5267], [0.5458, -1.6986, -0.2052], [1.2799, 1.1706, -0.9473], [2.2514, -0.2866, -1.2287], [2.4793, 1.1303, 0.8574]], "forces_ev_per_angstrom": [[-0.07, -0.13, 0.15], [0.22, 0.08, 0.05], [0.02, -0.04, -0.05], [-0.20, -0.07, -0.34], [0.15, 0.16, 0.11], [0.08, 1.02, 0.08], [-0.17, -1.05, -0.07], [0.05, 0.11, -0.02], [0.09, -0.03, -0.09], [0.00, 0.11, -0.16], [0.04, 0.01, 0.11], [-0.09, 0.10, -0.06], [0.03, -0.15, 0.09], [-0.08, 0.06, 0.14], [-0.07, -0.18, 0.06]], "charge": 0, "smiles": "N#C[C@@H](N)CCO", "energy_ha": -341.943770, "orbital_gap_ev": 10.964, "largest_force_ev_per_a": 1.1}

{"formula": "C4H8N2O", "method": "ωB97M-V/def2-TZVPD", "species": ["C", "N", "C", "N", "C", "O", "C", "H", "H", "H", "H", "H", "H", "H", "H"], "xyz": [[-2.3983, -0.3471, 0.1480], [-1.0855, -0.2512, -0.4413], [0.0040, 0.2156, 0.2325], [0.1456, 0.5136, 1.4690], [1.1976, 0.3896, -0.6959], [1.0062, 0.7681, -1.8344], [2.5454, 0.0017, -0.1671], [-3.1220, -0.5378, -0.6469], [-2.6863, 0.5808, 0.6608], [-2.4584, -1.1754, 0.8652], [-1.0048, -0.1990, -1.4459], [-0.7322, 0.4242, 1.9838], [2.5788, -1.0957, -0.1566], [3.3276, 0.3715, -0.8321], [2.6824, 0.3413, 0.8609]], "forces_ev_per_angstrom": [[-0.14, 0.00, 0.07], [0.12, 0.13, 0.01], [-0.08, -0.02, 0.05], [-0.18, -0.15, -0.26], [0.07, 0.03, -0.37], [0.08, -0.20, 0.42], [0.06, 0.05, -0.01], [0.08, 0.02, 0.14], [0.04, -0.12, -0.07], [0.04, 0.15, -0.08], [-0.04, 0.05, 0.10], [0.11, -0.05, -0.05], [0.00, 0.14, 0.04], [-0.11, -0.02, 0.11], [-0.05, -0.01, -0.12]], "charge": 0, "smiles": "[H]/N=C(\\NC)C(C)=O", "energy_ha": -341.961592, "orbital_gap_ev": 10.091, "largest_force_ev_per_a": 0.5}

{"formula": "C4H8N2O", "method": "ωB97M-V/def2-TZVPD", "species": ["C", "C", "C", "C", "N", "N", "O", "H", "H", "H", "H", "H", "H", "H", "H"], "xyz": [[-2.7463, -0.3846, -0.0541], [2.4992, 0.1312, 0.1553], [1.0511, -0.4415, -0.2151], [-0.0031, 0.5890, 0.0985], [-3.6749, 0.0804, 0.5476], [-1.8154, -0.9777, -0.5724], [-0.2746, 1.5568, -0.5855], [3.1909, -0.5508, -0.1413], [2.7992, 1.1266, -0.2401], [2.3981, 0.3779, 1.2748], [1.2036, -0.6052, -1.3368], [0.7191, -1.2942, 0.2622], [-0.2734, 0.4553, 1.1244], [-1.4489, -0.9387, -1.5003], [-3.6249, 0.8756, 1.1826]], "forces_ev_per_angstrom": [[1.19, -0.24, -0.89], [-3.68, 2.57, 3.01], [1.94, 2.88, -3.72], [1.93, 1.13, -1.53], [-0.87, 0.49, 0.83], [-0.61, -0.64, 0.78], [-0.18, -0.77, 0.68], [2.19, -2.05, -0.15], [-0.87, -0.71, -0.44], [1.01, -0.89, -1.29], [-0.98, -0.02, 1.28], [0.18, -2.13, 1.10], [-1.08, 0.33, 1.20], [-0.26, 0.39, -0.36], [0.09, -0.32, -0.49]], "charge": 0, "smiles": "CCC=O.N=C=N", "energy_ha": -341.893228, "orbital_gap_ev": 10.592, "largest_force_ev_per_a": 5.4}

{"formula": "C4H8N2O", "method": "ωB97M-V/def2-TZVPD", "species": ["C", "C", "C", "N", "C", "N", "O", "H", "H", "H", "H", "H", "H", "H", "H"], "xyz": [[0.9910, -0.3604, -0.6306], [-0.0977, 0.4973, -0.6234], [-0.1197, 1.7369, 0.2328], [-1.3069, -2.0253, -0.3458], [-1.6480, -0.8914, 0.0295], [1.9183, -0.4622, 0.3299], [-2.4635, -0.2519, 0.6362], [-1.5306, -2.6960, 0.3925], [1.0376, -1.1396, -1.3839], [-0.5269, 0.6511, -1.6129], [1.8051, 0.0953, 1.1671], [2.4021, -1.3437, 0.4374], [-1.1524, 2.0377, 0.4128], [0.3806, 2.5718, -0.2665], [0.3111, 1.5804, 1.2250]], "forces_ev_per_angstrom": [[-1.40, 0.13, 0.08], [1.32, 0.49, -0.80], [-0.46, -0.17, 0.18], [1.37, -0.61, -0.28], [-2.41, -0.32, 1.93], [0.17, -0.11, 0.40], [1.68, 0.57, -1.01], [-0.41, 0.00, -0.47], [0.04, 0.15, -0.02], [-0.19, -0.29, 0.11], [0.15, -0.12, -0.20], [-0.05, 0.30, -0.01], [-0.02, 0.00, -0.01], [0.10, -0.08, 0.15], [0.11, 0.08, -0.05]], "charge": 0, "smiles": "C/C=C\\N.N=C=O", "energy_ha": -341.902294, "orbital_gap_ev": 8.698, "largest_force_ev_per_a": 3.1}

HOMO: -0.309; -0.291; -0.373; -0.342; -0.357; -0.305 (hartree)